142
Properties=species:S:1:pos:R:3 method="wB97M-V/def2-TZVPD" e_tot_ha=-6206.10626 e_homo_ev=-10.40 orbital_gap_ha=0.25945 charge=+1
Cl -3.9380 -0.5762 -7.2616
C -3.2551 -0.3679 -5.6644
C -4.0914 -0.0594 -4.5832
C -3.5373 0.0718 -3.3359
N -2.2266 -0.0733 -3.1097
C -1.7580 0.0800 -1.7119
C -1.4751 1.5695 -1.3614
C -0.8665 1.6640 0.0336
C -1.2653 2.6587 0.9295
C -0.7440 2.7296 2.2074
C 0.1960 1.8101 2.6656
C 0.6167 0.8182 1.7857
C 0.0872 0.7594 0.5048
C -1.3971 -0.3647 -4.1243
C 0.0954 -0.5420 -3.9865
C 0.6549 -1.5237 -3.1852
C 2.0271 -1.7597 -3.0591
C 2.8122 -0.8970 -3.8542
C 2.1487 0.0616 -4.6180
N 0.8496 0.2751 -4.7228
C -1.8689 -0.5105 -5.4120
H -5.1636 0.0384 -4.7451
H -4.2275 0.3074 -2.5254
H -2.6023 -0.2150 -1.0686
H -0.9404 -0.5919 -1.4521
H -0.8796 2.0761 -2.1381
H -2.4739 2.0361 -1.2853
H -2.0087 3.4039 0.6294
H -1.0333 3.4995 2.9218
H 0.6168 1.8417 3.6706
H 1.3354 0.0580 2.0920
H 0.4533 -0.0433 -0.1474
H -0.0230 -2.1628 -2.6074
H 2.4472 -2.5291 -2.4198
H 3.8983 -0.9872 -3.8702
H 2.7886 0.7198 -5.2212
H -1.1609 -0.7592 -6.2009
C 3.3550 3.9584 -3.6160
C 3.1043 5.4714 -3.6324
C 1.6231 5.6945 -3.3039
S 1.1208 4.3018 -2.2896
O 0.1434 3.5255 -3.0226
O 0.8765 4.7495 -0.9456
C 2.6857 3.4399 -2.3473
H 4.4191 3.7241 -3.6301
H 2.8958 3.4988 -4.4954
H 3.7261 5.9514 -2.8736
H 3.3634 5.9129 -4.5939
H 1.4640 6.6154 -2.7477
H 1.0087 5.6937 -4.2031
H 2.5141 2.3646 -2.3573
H 3.2507 3.7216 -1.4588
C -3.8352 2.4014 7.4939
C -2.5261 3.1937 7.5561
C -1.7748 2.9477 6.2447
S -3.0297 2.6027 5.0088
O -2.8793 1.2376 4.5660
O -3.1018 3.7042 4.0781
C -4.4297 2.6882 6.1187
H -4.5189 2.6871 8.2931
H -3.6237 1.3339 7.5964
H -2.7502 4.2586 7.6582
H -1.9210 2.9041 8.4104
H -1.1996 3.8188 5.9389
H -1.1234 2.0796 6.3138
H -5.1865 1.9674 5.8145
H -4.8335 3.6996 6.0672
C 0.3498 -3.7720 -9.0390
C -0.0409 -2.7752 -7.9438
C 0.9239 -2.9596 -6.7847
S 2.4587 -3.5680 -7.4878
O 2.6909 -4.9053 -7.0021
O 3.4702 -2.5390 -7.3924
C 1.8669 -3.6530 -9.1731
H -0.1562 -3.5606 -9.9802
H 0.0797 -4.7859 -8.7313
H 0.0421 -1.7569 -8.3350
H -1.0719 -2.9135 -7.6117
H 1.1173 -2.0194 -6.2686
H 0.5608 -3.7045 -6.0770
H 2.3222 -4.5013 -9.6804
H 2.1486 -2.7166 -9.6706
C 0.7911 0.3928 10.9797
C 2.3049 0.5490 10.7889
C 2.5237 1.4373 9.5582
S 1.0800 2.4981 9.4437
O 0.3573 2.1673 8.2368
O 1.4536 3.8528 9.7538
C 0.2082 1.7945 10.8380
H 0.5478 -0.0443 11.9472
H 0.3862 -0.2603 10.2028
H 2.7349 1.0294 11.6705
H 2.7980 -0.4151 10.6693
H 3.4131 2.0554 9.6559
H 2.5801 0.8485 8.6438
H -0.8629 1.7985 10.6438
H 0.4339 2.4060 11.7115
C -7.5773 -1.4770 8.7528
C -8.0067 -0.4111 9.7685
C -7.0448 -0.4977 10.9597
S -5.4951 -1.1268 10.3070
O -5.2487 -2.4262 10.8754
O -4.5041 -0.0787 10.3372
C -6.0633 -1.3431 8.6247
H -8.0726 -1.3430 7.7916
H -7.8337 -2.4701 9.1293
H -7.9362 0.5778 9.3093
H -9.0391 -0.5502 10.0875
H -6.8726 0.4756 11.4132
H -7.4003 -1.2000 11.7120
H -5.5879 -2.2174 8.1856
H -5.7929 -0.4469 8.0651
C 5.9656 -1.4052 -11.4865
C 5.6961 -0.3250 -12.5415
C 4.1776 -0.1250 -12.6154
S 3.5390 -0.5510 -10.9932
O 2.7069 -1.7305 -11.1184
O 3.0671 0.6394 -10.3334
C 5.1046 -1.0355 -10.2827
H 7.0206 -1.4575 -11.2209
H 5.6660 -2.3821 -11.8740
H 6.1760 0.6080 -12.2377
H 6.1030 -0.5999 -13.5139
H 3.9135 0.9052 -12.8430
H 3.7198 -0.7941 -13.3426
H 4.9542 -1.8598 -9.5871
H 5.5104 -0.1712 -9.7573
C 1.3038 -5.4989 1.8960
C 2.8186 -5.3737 1.6941
C 3.0476 -4.4017 0.5306
S 1.6352 -3.2937 0.5201
O 0.8874 -3.5123 -0.6993
O 2.0572 -1.9769 0.9244
C 0.7618 -4.0733 1.8696
H 1.0604 -6.0006 2.8315
H 0.8691 -6.0792 1.0785
H 3.2750 -4.9743 2.6024
H 3.2804 -6.3397 1.4943
H 3.9570 -3.8192 0.6612
H 3.0738 -4.9216 -0.4264
H -0.3105 -4.0221 1.6927
H 1.0180 -3.5368 2.7833